9
Properties=species:S:1:pos:R:3:lowdin_charge:R:1 method="wB97M-V/def2-TZVPD" charge=0 gap_ev=9.43 e_tot_ev=-20011.8467 multiplicity=1 e_above_lowest_kcal_mol=103.8 e_homo_ev=-9.534 e_lumo_ev=-0.11
C -0.868 0.850 0.077 -0.403
C -1.698 -0.027 -0.425 -0.009
N 1.474 -1.556 1.208 0.255
N 1.630 -1.291 0.139 -0.326
O 1.281 1.689 1.128 -0.587
O 1.856 -1.029 -0.970 0.085
S 0.311 1.953 0.077 0.884
H -2.753 0.029 -0.155 0.082
H -1.232 -0.619 -1.079 0.019

=====

93
Properties=species:S:1:pos:R:3:lowdin_charge:R:1 method="wB97M-V/def2-TZVPD" smiles="NC(N)=O.NC(N)=O.NC(N)=O.NC(N)=O.NC(N)=O.NC(N)=O.CCO.CCO.CCO.CCO.CCO" charge=0 gap_ev=8.00 e_tot_ev=-57866.6607 multiplicity=1 e_above_lowest_kcal_mol=249.1 e_homo_ev=-8.270 e_lumo_ev=-0.27
N -0.576 1.068 0.732 0.151
C -0.006 0.238 -0.096 -0.586
N 0.710 0.843 -0.912 0.206
O -0.264 -1.119 -0.038 -0.105
H -1.383 0.737 1.235 0.076
H -0.367 2.082 0.599 0.049
H 1.297 0.293 -1.575 0.127
H 0.986 1.835 -0.829 0.102
N 3.621 -2.138 -0.597 0.205
C 3.388 -1.739 0.576 -0.602
N 3.234 -2.671 1.429 0.172
O 3.172 -0.389 0.941 -0.157
H 3.520 -1.398 -1.288 0.090
H 3.546 -3.140 -0.898 0.165
H 2.961 -2.391 2.381 0.138
H 3.046 -3.645 1.189 0.126
N 1.489 1.072 2.351 0.149
C 1.706 1.897 3.365 -0.592
N 2.923 1.821 3.793 0.143
O 0.780 2.841 3.843 -0.149
H 0.553 1.087 1.820 0.057
H 2.127 0.543 1.763 0.020
H 3.183 2.264 4.678 0.125
H 3.555 1.034 3.491 0.137
N -3.393 3.568 3.415 0.129
C -2.271 3.486 4.033 -0.689
N -1.964 2.205 4.152 0.138
O -1.347 4.416 4.276 -0.091
H -3.790 4.533 3.382 0.141
H -4.100 2.837 3.483 0.118
H -0.936 2.100 4.335 0.092
H -2.433 1.476 3.617 0.070
N 0.012 3.580 0.679 0.143
C 0.301 4.015 -0.495 -0.666
N 1.484 3.773 -0.837 0.126
O -0.665 4.544 -1.392 -0.119
H -0.950 4.001 0.922 0.200
H 0.703 3.335 1.430 0.138
H 1.728 4.150 -1.802 0.165
H 2.315 3.484 -0.182 0.188
N -1.247 -4.029 3.723 0.120
C -1.250 -3.325 2.624 -0.585
N -0.073 -2.921 2.158 0.141
O -2.467 -2.812 2.070 -0.166
H -2.283 -4.139 3.997 0.157
H -0.438 -4.503 4.254 0.157
H -0.107 -2.249 1.321 0.089
H 0.768 -3.487 2.333 0.089
C 4.162 1.594 -1.787 -0.077
C 3.851 0.744 -2.967 -0.313
O 2.813 -0.193 -2.706 -0.096
H 4.999 2.333 -1.983 0.114
H 4.065 1.092 -0.791 0.076
H 3.328 2.305 -1.805 0.029
H 4.625 0.131 -3.356 0.102
H 3.679 1.486 -3.778 0.117
H 2.725 -0.804 -3.414 0.093
C 0.694 2.326 -4.523 -0.070
C -0.343 1.205 -4.163 -0.254
O -0.947 1.556 -2.893 -0.075
H 1.442 2.361 -3.749 0.028
H 0.386 3.345 -4.549 0.065
H 1.117 2.101 -5.480 0.062
H 0.165 0.285 -4.106 0.068
H -1.010 1.269 -5.018 0.112
H -0.381 1.413 -2.154 -0.014
C -1.789 -1.531 -3.114 -0.038
C -2.573 -1.374 -1.747 -0.263
O -3.967 -1.417 -1.956 -0.066
H -1.764 -2.518 -3.448 0.048
H -0.803 -1.390 -2.913 0.000
H -2.113 -0.858 -3.937 0.088
H -2.357 -0.508 -1.141 0.073
H -2.501 -2.299 -1.194 0.100
H -4.369 -1.656 -1.172 0.021
C -0.264 -5.997 -1.344 -0.087
C -0.188 -4.598 -0.699 -0.313
O 0.164 -3.670 -1.704 -0.102
H -0.802 -6.091 -2.241 0.048
H -0.525 -6.795 -0.547 0.099
H 0.703 -6.478 -1.614 0.066
H 0.584 -4.540 0.079 0.088
H -1.211 -4.319 -0.449 0.108
H 0.128 -2.811 -1.290 0.019
C -3.721 1.514 0.551 -0.032
C -3.734 0.141 1.257 -0.287
O -2.646 -0.025 2.147 -0.137
H -3.704 2.230 1.360 0.045
H -4.597 1.528 -0.103 0.092
H -2.916 1.619 -0.133 0.048
H -3.808 -0.731 0.584 0.087
H -4.605 -0.196 1.824 0.116
H -2.831 -0.816 2.673 0.080

=====

101
Properties=species:S:1:pos:R:3:lowdin_charge:R:1 method="wB97M-V/def2-TZVPD" smiles="C#CCCC[C@]1(CCF)C(CCC(F)=C(F)F)(CCC(F)=C(F)F)C(=O)N[C@@]1(CCCCCC)B(O)N(C)C.c1ccncc1.c1ccncc1" charge=0 gap_ev=9.25 e_tot_ev=-68927.2910 multiplicity=1 e_above_lowest_kcal_mol=0.0 e_homo_ev=-8.808 e_lumo_ev=0.44
C -1.325 4.639 1.813 0.068
C -2.087 4.397 0.901 -0.125
C -2.782 4.259 -0.498 -0.178
C -3.067 2.712 -0.848 -0.189
C -1.651 2.038 -1.064 -0.120
C -1.600 0.686 -1.895 -0.220
C -2.324 1.001 -3.285 -0.097
C -1.998 2.386 -3.952 -0.151
F -0.650 2.820 -3.888 -0.068
C -2.442 -0.574 -1.366 -0.238
C -2.555 -1.894 -2.232 -0.083
C -3.772 -1.971 -3.262 -0.095
C -3.507 -2.982 -4.450 -0.152
F -2.911 -2.618 -5.648 0.033
C -3.918 -4.278 -4.327 -0.218
F -4.176 -4.904 -3.142 0.102
F -4.136 -5.023 -5.475 0.078
C -3.692 -0.411 -0.419 -0.111
C -5.053 0.074 -1.038 -0.096
C -6.057 0.311 0.169 -0.158
F -5.849 1.259 1.158 0.045
C -7.197 -0.432 0.250 -0.211
F -8.258 -0.055 1.051 0.082
F -7.389 -1.619 -0.427 0.077
C -1.345 -1.061 -0.271 -0.394
O -1.506 -1.427 0.876 0.083
N -0.086 -0.913 -0.945 0.129
C -0.048 0.213 -1.967 -0.193
C 1.065 1.158 -1.348 -0.134
C 2.572 0.764 -1.528 -0.188
C 3.029 -0.653 -1.006 -0.211
C 3.181 -0.553 0.587 -0.229
C 3.469 -1.949 1.274 -0.239
C 2.122 -2.622 1.835 -0.118
B 0.511 -0.344 -3.391 -0.480
O 0.930 0.517 -4.460 0.095
N 0.707 -1.814 -3.697 -0.105
C 0.077 -1.939 -5.072 -0.114
C 2.158 -2.114 -3.934 -0.102
H -0.824 5.168 2.659 0.050
H -2.135 4.678 -1.328 0.114
H -3.753 4.840 -0.501 0.115
H -3.741 2.733 -1.746 0.091
H -3.649 2.323 0.037 0.102
H -0.992 2.858 -1.456 0.109
H -1.253 1.789 -0.025 0.130
H -3.437 1.027 -3.047 0.105
H -2.235 0.159 -4.045 0.114
H -2.654 3.208 -3.545 0.113
H -2.264 2.303 -5.055 0.132
H -1.624 -2.194 -2.789 0.117
H -2.740 -2.734 -1.487 0.144
H -4.637 -2.443 -2.695 0.117
H -4.156 -0.984 -3.632 0.110
H -3.383 0.263 0.439 0.125
H -3.888 -1.420 0.066 0.146
H -5.584 -0.685 -1.689 0.110
H -5.038 1.044 -1.602 0.101
H 0.517 -0.719 -0.127 0.109
H 0.889 1.387 -0.248 0.128
H 0.951 2.171 -1.863 0.123
H 3.167 1.516 -0.909 0.126
H 2.996 0.904 -2.577 0.111
H 2.352 -1.511 -1.269 0.088
H 4.058 -0.938 -1.401 0.121
H 4.093 0.100 0.757 0.112
H 2.290 -0.005 0.994 0.069
H 4.100 -1.741 2.199 0.091
H 4.075 -2.661 0.643 0.103
H 1.429 -1.786 2.161 0.042
H 1.637 -3.280 1.050 0.073
H 2.384 -3.203 2.764 0.065
H 1.410 1.264 -4.038 0.096
H -0.195 -3.009 -5.313 0.100
H -0.810 -1.238 -5.193 0.078
H 0.799 -1.620 -5.894 0.095
H 2.819 -1.200 -3.973 0.089
H 2.332 -2.737 -4.866 0.094
H 2.486 -2.788 -3.077 0.088
C 0.917 1.640 5.631 -0.081
C -0.030 1.457 4.635 -0.073
C 0.358 0.808 3.474 -0.139
N 1.598 0.350 3.255 0.052
C 2.495 0.541 4.231 -0.137
C 2.207 1.174 5.430 -0.074
H 0.652 2.142 6.555 0.104
H -1.047 1.809 4.757 0.101
H -0.349 0.638 2.667 0.095
H 3.491 0.162 4.026 0.085
H 2.972 1.298 6.185 0.087
C 7.471 -0.099 7.666 -0.081
C 7.436 0.972 6.788 -0.074
C 6.383 1.049 5.890 -0.145
N 5.397 0.146 5.817 0.053
C 5.455 -0.880 6.675 -0.145
C 6.461 -1.047 7.613 -0.072
H 8.277 -0.195 8.385 0.106
H 8.208 1.731 6.799 0.102
H 6.311 1.871 5.185 0.106
H 4.645 -1.597 6.593 0.107
H 6.455 -1.896 8.284 0.102

=====

43
Properties=species:S:1:pos:R:3:lowdin_charge:R:1 method="wB97M-V/def2-TZVPD" charge=-2 s_squared=0.765 gap_ev="3.84 / 5.39" e_tot_ev=-101533.4532 multiplicity=2 e_above_lowest_kcal_mol=2.4 e_homo_ev="0.510 / -1.055" e_lumo_ev="4.35 / 4.33"
Ca 0.294 0.114 0.566 1.390
N 0.292 0.267 3.131 -0.058
C 1.488 1.056 3.445 -0.200
C 2.706 0.576 2.611 -0.713
O 3.788 0.500 3.208 -0.048
O 2.462 0.313 1.401 -0.165
H -0.515 0.608 3.638 0.070
H 0.421 -0.712 3.360 0.078
H 1.769 1.038 4.503 0.094
H 1.288 2.090 3.148 0.112
Cl -0.895 6.337 -2.731 0.565
C -0.657 4.642 -2.423 -0.747
C -0.605 3.745 -3.471 -0.747
Cl -0.777 4.299 -5.111 0.564
C -0.410 2.379 -3.193 -0.624
Cl -0.381 1.230 -4.505 0.604
C -0.254 1.872 -1.900 -0.441
O -0.096 0.618 -1.641 -0.256
C -0.311 2.819 -0.790 -0.448
O -0.207 2.375 0.407 -0.237
C -0.514 4.170 -1.106 -0.623
Cl -0.618 5.290 0.226 0.600
N -4.078 -0.850 -0.202 0.044
C -4.445 0.282 0.497 -0.115
C -3.298 0.717 1.096 -0.143
N -2.267 -0.123 0.792 0.004
C -2.749 -1.048 0.006 -0.178
H -4.670 -1.403 -0.795 0.137
H -5.446 0.673 0.473 0.092
H -3.142 1.604 1.687 0.103
H -2.180 -1.862 -0.413 0.116
O 0.098 -2.224 0.792 -0.363
N 1.145 -2.798 0.141 -0.257
C 2.089 -3.511 0.853 -0.090
C 2.969 -4.341 0.228 -0.143
C 2.936 -4.516 -1.175 -0.172
C 1.961 -3.780 -1.884 -0.141
C 1.089 -2.959 -1.235 -0.087
H 2.089 -3.319 1.915 0.104
H 3.716 -4.848 0.828 0.080
H 3.652 -5.146 -1.684 0.055
H 1.905 -3.837 -2.964 0.084
H 0.358 -2.335 -1.729 0.102

=====

111
Properties=species:S:1:pos:R:3:lowdin_charge:R:1 method="wB97M-V/def2-TZVPD" charge=+1 s_squared=12.018 gap_ev="5.60 / 5.67" e_tot_ev=-233223.9332 multiplicity=7 e_homo_ev="-8.830 / -8.856" e_lumo_ev="-3.23 / -3.18"
Eu -0.086 -0.103 -0.189 1.956
C -0.779 -3.140 1.567 -0.071
N -0.250 -1.857 2.058 -0.245
C -1.112 -1.399 3.149 -0.094
C 1.121 -2.111 2.500 -0.232
C 1.392 -2.742 3.703 -0.058
C 2.669 -3.160 4.037 -0.104
C 3.689 -3.005 3.112 -0.088
C 3.445 -2.377 1.914 -0.028
C 2.174 -1.863 1.579 -0.263
N 1.889 -1.266 0.387 -0.124
C 2.906 -1.066 -0.546 -0.300
C 4.128 -0.454 -0.252 -0.086
C 5.091 -0.290 -1.229 -0.081
C 4.856 -0.735 -2.517 -0.085
C 3.632 -1.299 -2.848 -0.025
C 2.646 -1.442 -1.887 -0.240
N 1.309 -1.917 -2.146 -0.227
C 0.891 -1.779 -3.540 -0.097
C 1.199 -3.322 -1.739 -0.076
H -0.854 -3.872 2.383 0.102
H -1.773 -2.991 1.143 0.064
H -0.115 -3.546 0.805 0.079
H -2.121 -1.276 2.760 0.063
H -1.180 -2.112 3.979 0.087
H -0.752 -0.444 3.532 0.078
H 0.598 -2.976 4.399 0.104
H 2.848 -3.653 4.981 0.099
H 4.673 -3.398 3.320 0.106
H 4.237 -2.323 1.184 0.101
H 4.295 -0.078 0.747 0.107
H 6.021 0.199 -0.981 0.108
H 5.615 -0.631 -3.276 0.107
H 3.462 -1.609 -3.868 0.114
H 1.371 -2.512 -4.203 0.092
H -0.187 -1.935 -3.598 0.037
H 1.129 -0.779 -3.898 0.083
H 1.643 -3.988 -2.490 0.099
H 1.731 -3.477 -0.801 0.083
H 0.149 -3.591 -1.623 0.045
Br -0.180 3.678 0.070 0.662
C 1.551 4.011 -0.709 -0.955
Br 2.852 2.820 0.065 0.704
H 1.842 5.035 -0.486 0.011
H 1.488 3.809 -1.778 -0.016
N -4.756 -1.288 -0.440 0.143
C -5.089 -1.838 -1.685 -0.256
C -6.416 -1.872 -2.081 -0.014
C -6.766 -2.454 -3.292 -0.066
C -5.786 -2.962 -4.123 -0.068
C -4.450 -2.899 -3.745 -0.086
C -4.108 -2.355 -2.524 -0.425
S -2.403 -2.328 -1.983 1.004
N -2.399 -1.278 -0.654 -0.336
C -3.496 -0.914 -0.072 -0.374
C -3.426 -0.036 1.104 -0.233
C -4.469 -0.024 2.039 -0.003
C -4.446 0.893 3.072 -0.023
C -3.386 1.788 3.125 -0.018
C -2.352 1.648 2.211 -0.151
N -2.345 0.757 1.225 0.049
H -5.531 -0.835 0.023 0.132
H -7.177 -1.453 -1.438 0.118
H -7.806 -2.516 -3.571 0.111
H -6.053 -3.421 -5.062 0.111
H -3.682 -3.298 -4.390 0.114
H -5.255 -0.761 1.995 0.121
H -5.239 0.916 3.804 0.121
H -3.350 2.562 3.873 0.115
H -1.496 2.307 2.269 0.059
C -4.454 0.966 -3.370 -0.101
C -4.150 1.507 -2.131 -0.100
C -2.836 1.643 -1.725 -0.082
C -1.781 1.213 -2.546 -0.363
C -2.105 0.694 -3.809 -0.056
C -3.420 0.578 -4.208 -0.084
N -0.461 1.274 -2.085 -0.169
C 0.478 1.820 -2.932 -0.366
C 0.173 2.759 -3.937 -0.038
C 1.175 3.357 -4.673 -0.087
C 2.511 3.055 -4.447 -0.098
C 2.835 2.135 -3.462 -0.102
C 1.840 1.535 -2.715 -0.148
H -5.481 0.845 -3.682 0.103
H -4.947 1.848 -1.482 0.106
H -2.611 2.109 -0.772 0.059
H -1.304 0.381 -4.464 0.115
H -3.641 0.169 -5.181 0.108
H -0.859 3.022 -4.117 0.112
H 0.910 4.084 -5.426 0.104
H 3.288 3.535 -5.019 0.098
H 3.866 1.878 -3.266 0.101
H 2.103 0.833 -1.926 0.047
N 0.681 1.070 1.776 0.026
C 1.258 1.427 2.717 -0.288
N 1.861 1.863 3.757 -0.070
C 1.922 3.288 4.037 -0.131
C 3.373 3.715 4.230 -0.170
C 4.006 2.864 5.327 -0.193
C 3.935 1.389 4.943 -0.164
C 2.488 0.966 4.713 -0.117
H 1.357 3.481 4.956 0.134
H 1.456 3.829 3.212 0.119
H 3.396 4.773 4.493 0.120
H 3.918 3.578 3.294 0.106
H 3.479 3.029 6.269 0.117
H 5.045 3.157 5.469 0.115
H 4.362 0.762 5.725 0.120
H 4.503 1.227 4.026 0.119
H 1.930 1.027 5.656 0.136
H 2.437 -0.054 4.325 0.118

=====

27
Properties=species:S:1:pos:R:3:lowdin_charge:R:1 method="wB97M-V/def2-TZVPD" charge=+1 gap_ev="6.52 / 6.52" e_tot_ev=-13015.7734 multiplicity=1 e_above_lowest_kcal_mol=84.3 e_homo_ev="-12.520 / -12.520" e_lumo_ev="-6.00 / -6.00"
C 3.099 -1.386 -0.508 -0.079
C 2.108 -0.507 -0.837 -0.001
C 2.789 -0.300 1.305 -0.036
C -0.822 3.042 -0.094 -0.056
C -1.935 -1.939 -1.111 -0.135
C -2.249 -1.069 1.182 -0.097
C 0.214 1.915 -0.447 -0.195
C 0.972 1.208 0.560 0.072
N 3.416 -1.286 0.782 0.116
N 1.830 0.222 0.335 -0.021
N -1.303 -1.368 0.072 -0.183
H 3.558 -2.065 -1.152 0.111
H 1.653 -0.096 -1.763 0.145
H 2.985 0.107 2.267 0.137
H -1.221 2.729 0.888 0.076
H -1.701 3.057 -0.774 0.092
H -0.298 4.050 -0.113 0.105
H -2.616 -1.240 -1.439 0.056
H -1.265 -1.882 -1.900 0.055
H -2.358 -2.867 -1.155 0.060
H -1.611 -0.411 1.765 0.056
H -3.076 -0.510 0.752 0.083
H -2.580 -1.911 1.737 0.069
H -0.362 1.082 -1.028 0.170
H 0.674 2.265 -1.313 0.108
H 0.753 1.296 1.674 0.188
H -0.655 -2.135 0.316 0.104